# 1
The following is a quantum chemistry calculation of a molecular structure, C52H56AsCaN6O in a non-equilibrium geometry, from OMol25.

Results
HOMO level in eV: -8.1423
Max |F| in eV/Å: 3.7
LUMO in eV: -1.975
E_tot in a.u.: -5332.025430

The geometry in ORCA input format:
```
! RIJCOSX wB97M-V def2-TZVPD def2/J DEFGRID3
* xyz 1 1
Ca 13.51 12.91 11.19
C 10.52 12.18 10.37
N 11.00 11.53 9.18
C 10.69 12.16 7.91
C 11.97 10.53 9.29
N 12.98 10.73 10.15
C 13.73 9.66 10.68
C 13.01 8.70 11.37
C 13.62 7.47 11.73
C 14.96 7.33 11.45
C 15.76 8.30 10.79
C 17.18 8.17 10.58
C 17.94 9.32 10.43
C 17.32 10.56 10.43
C 15.97 10.73 10.31
N 15.47 12.05 10.26
C 15.90 12.83 9.23
N 16.19 12.44 7.96
C 15.51 11.35 7.31
C 17.52 12.79 7.43
N 15.94 14.18 9.41
C 16.00 15.13 8.31
C 16.11 14.81 10.74
C 15.12 9.55 10.47
N 11.82 9.41 8.48
C 10.47 9.10 7.96
C 12.96 8.59 8.06
H 9.44 12.38 10.28
H 11.07 13.13 10.47
H 10.71 11.59 11.28
H 9.95 11.59 7.35
H 11.53 12.28 7.23
H 10.32 13.17 8.08
H 12.01 8.94 11.75
H 13.13 6.68 12.28
H 15.53 6.48 11.82
H 17.65 7.22 10.59
H 19.04 9.27 10.35
H 17.94 11.48 10.36
H 14.45 11.51 7.42
H 15.84 10.36 7.66
H 15.77 11.43 6.25
H 18.03 13.47 8.12
H 17.42 13.24 6.45
H 18.11 11.89 7.34
H 15.30 14.78 7.57
H 16.97 15.26 7.80
H 15.72 16.13 8.66
H 16.00 14.06 11.52
H 15.41 15.65 10.80
H 17.14 15.18 10.89
H 9.84 9.72 8.61
H 10.27 8.02 8.17
H 10.35 9.36 6.90
H 13.92 9.10 8.24
H 12.83 8.40 6.97
H 12.99 7.59 8.58
O 12.74 14.92 11.04
As 12.10 16.41 11.77
C 10.18 16.47 11.59
C 9.58 15.68 10.60
C 8.20 15.80 10.44
C 7.43 16.57 11.31
C 8.02 17.21 12.39
C 9.39 17.14 12.56
C 12.78 18.00 10.92
C 13.51 17.81 9.72
C 14.01 18.93 9.06
C 13.75 20.23 9.55
C 13.06 20.39 10.76
C 12.60 19.25 11.45
C 12.25 16.48 13.72
C 11.39 15.64 14.47
C 11.21 15.84 15.83
C 11.88 16.88 16.47
C 12.73 17.70 15.76
C 12.95 17.49 14.41
H 10.15 15.01 9.92
H 7.76 15.33 9.55
H 6.33 16.63 11.19
H 7.42 17.81 13.04
H 9.90 17.60 13.40
H 13.68 16.82 9.32
H 14.59 18.82 8.11
H 14.15 21.04 8.99
H 12.84 21.37 11.14
H 12.06 19.31 12.38
H 10.95 14.73 14.10
H 10.55 15.20 16.43
H 11.68 16.98 17.53
H 13.27 18.52 16.21
H 13.70 18.10 13.88
C 9.98 10.82 17.46
C 9.31 11.65 16.55
C 9.95 12.09 15.41
C 11.31 11.71 15.15
C 11.95 10.82 16.05
C 11.25 10.39 17.17
C 11.93 12.23 13.94
C 13.25 12.34 13.59
C 14.43 12.30 14.37
C 15.68 11.95 13.74
C 16.90 11.98 14.39
C 16.90 12.24 15.78
C 15.69 12.54 16.44
C 14.52 12.64 15.74
H 9.42 10.48 18.31
H 8.27 11.92 16.72
H 9.41 12.70 14.71
H 12.98 10.52 15.89
H 11.67 9.71 17.89
H 11.20 12.64 13.22
H 15.63 11.74 12.70
H 17.86 11.97 13.87
H 17.87 12.22 16.28
H 15.67 12.75 17.48
H 13.62 13.00 16.24
*
```

# 2
The following is a quantum chemistry calculation of a molecular structure, C52H56Br3N9O4PrS3 in a non-equilibrium geometry, from OMol25.

Results
HOMO level (spin up / spin down) in eV: -9.1177 / -9.1154
Max |F| in eV/Å: 1.6
LUMO (spin up / spin down) in eV: -2.363 / -2.363
Expectation value of S²: 2.00
E_tot in a.u.: -12242.257813

The geometry in ORCA input format:
```
! RIJCOSX wB97M-V def2-TZVPD def2/J DEFGRID3
* xyz 1 3
Pr 0.73 -2.01 -0.05
C 3.53 -1.96 3.23
C 3.40 -3.27 2.52
C 3.81 -4.44 3.18
C 3.74 -5.64 2.54
C 3.28 -5.68 1.21
C 3.15 -6.86 0.45
Br 3.71 -8.53 1.17
C 2.62 -6.83 -0.81
C 2.26 -5.61 -1.38
Br 1.47 -5.65 -3.10
C 2.43 -4.39 -0.75
O 2.19 -3.22 -1.30
C 2.90 -4.45 0.61
N 2.95 -3.27 1.28
H 3.10 -2.04 4.23
H 3.03 -1.17 2.68
H 4.59 -1.71 3.34
H 4.16 -4.37 4.19
H 4.04 -6.55 3.03
H 2.49 -7.74 -1.38
N 0.85 -0.24 -1.70
S 0.94 0.94 -2.55
N 0.38 2.40 -1.93
S -0.17 2.75 -0.54
N -0.75 1.69 0.42
S -1.82 0.44 0.21
N -1.29 -0.91 0.12
C -2.88 0.94 -1.18
C -3.91 1.85 -1.02
C -4.72 2.15 -2.10
C -4.48 1.56 -3.33
C -3.44 0.65 -3.48
C -2.64 0.33 -2.39
C -2.83 0.67 1.69
C -2.43 1.51 2.71
C -3.17 1.56 3.88
C -4.28 0.75 4.03
C -4.67 -0.10 3.01
C -3.94 -0.15 1.83
C 1.01 3.63 0.49
C 1.40 3.09 1.70
C 2.20 3.85 2.54
C 2.60 5.12 2.16
C 2.23 5.63 0.93
C 1.42 4.89 0.09
C -1.39 4.04 -0.86
C -2.34 4.27 0.11
C -3.29 5.26 -0.09
C -3.26 6.01 -1.25
C -2.30 5.77 -2.22
C -1.36 4.78 -2.03
C 2.59 1.46 -3.06
C 2.70 2.68 -3.70
C 3.94 3.09 -4.16
C 5.04 2.27 -3.99
C 4.91 1.05 -3.35
C 3.68 0.63 -2.88
C 0.12 1.03 -4.17
C -0.84 1.99 -4.44
C -1.33 2.12 -5.72
C -0.85 1.30 -6.73
C 0.10 0.33 -6.45
C 0.59 0.20 -5.17
H -4.10 2.30 -0.06
H -5.54 2.85 -1.99
H -5.10 1.80 -4.18
H -3.26 0.19 -4.44
H -1.83 -0.38 -2.47
H -1.53 2.10 2.58
H -2.86 2.22 4.68
H -4.86 0.79 4.95
H -5.53 -0.74 3.12
H -4.20 -0.83 1.04
H 1.08 2.10 1.97
H 2.50 3.45 3.50
H 3.21 5.72 2.83
H 2.55 6.62 0.63
H 1.11 5.27 -0.87
H -2.33 3.67 1.01
H -4.04 5.45 0.66
H -3.99 6.79 -1.41
H -2.28 6.37 -3.12
H -0.59 4.57 -2.76
H 1.82 3.29 -3.83
H 4.05 4.05 -4.65
H 6.00 2.58 -4.36
H 5.77 0.41 -3.22
H 3.56 -0.32 -2.40
H -1.19 2.62 -3.64
H -2.07 2.87 -5.94
H -1.23 1.41 -7.74
H 0.47 -0.31 -7.24
H 1.31 -0.57 -4.92
O 4.35 -1.66 -0.71
H 3.66 -2.28 -1.02
H 4.89 -2.13 -0.07
O 2.49 -0.14 0.48
H 2.04 0.11 -0.35
H 3.35 -0.53 0.18
O 1.18 -2.38 -3.80
H 1.17 -3.21 -4.30
H 1.63 -2.59 -2.96
Br -0.35 -4.26 1.11
N -2.35 -3.08 -1.48
N -0.99 -3.24 -1.92
H -3.01 -3.05 -2.26
H -2.42 -2.23 -0.92
H -0.81 -2.85 -2.86
H -0.83 -4.25 -1.97
N 0.57 -1.32 2.31
C -0.02 -1.65 3.25
N -0.64 -2.02 4.31
C -1.85 -2.85 4.19
C -2.31 -3.25 5.58
C -2.63 -2.01 6.43
C -1.59 -0.90 6.24
C -0.31 -1.45 5.60
H -1.61 -3.73 3.58
H -2.63 -2.27 3.67
H -1.54 -3.85 6.05
H -3.21 -3.87 5.48
H -2.68 -2.31 7.48
H -3.61 -1.63 6.16
H -1.35 -0.43 7.19
H -1.98 -0.12 5.58
H 0.14 -2.22 6.24
H 0.42 -0.65 5.46
*
```

# 3
The following is a quantum chemistry calculation of a molecular structure, C52H58AsCuF5OP2Si4, from OMol25.

Results
HOMO level (spin up / spin down) in eV: -6.5775 / -7.2942
Max |F| in eV/Å: 0.7
LUMO (spin up / spin down) in eV: 0.552 / -0.840
Expectation value of S²: 0.76
Relative energy (zero: lowest compared OMol25 entry of this formula, charge and spin) in kJ/mol: 92.0
E_tot in a.u.: -8307.941960

The geometry in ORCA input format:
```
! RIJCOSX wB97M-V def2-TZVPD def2/J DEFGRID3
* xyz 0 2
Cu 0.45 -0.01 -0.31
C 3.85 -1.70 -0.09
Si 2.84 -0.11 -0.14
C 3.46 0.95 1.32
C 4.84 1.19 1.45
C 5.34 2.13 2.33
C 4.46 2.88 3.10
C 3.11 2.63 3.03
C 2.61 1.65 2.18
P 0.85 1.13 2.23
C 0.02 2.72 2.61
C -0.74 2.94 3.75
C -1.33 4.18 3.97
C -1.16 5.21 3.05
C -0.41 4.98 1.90
C 0.16 3.74 1.68
C 0.74 0.27 3.85
C 1.63 0.42 4.92
C 1.42 -0.25 6.11
C 0.32 -1.08 6.27
C -0.57 -1.26 5.22
C -0.34 -0.60 4.02
C 3.52 0.81 -1.67
C 4.90 0.95 -1.90
C 5.38 1.70 -2.96
C 4.50 2.33 -3.83
C 3.14 2.17 -3.65
C 2.66 1.40 -2.59
P 0.89 0.97 -2.46
C 0.03 2.49 -2.97
C 0.36 3.66 -2.29
C -0.34 4.83 -2.52
C -1.39 4.84 -3.44
C -1.73 3.67 -4.11
C -1.02 2.50 -3.88
C 0.72 -0.23 -3.82
C 0.56 -1.57 -3.49
C 0.51 -2.55 -4.47
C 0.62 -2.18 -5.81
C 0.78 -0.85 -6.15
C 0.84 0.12 -5.16
H 4.91 -1.46 -0.10
H 3.65 -2.33 -0.96
H 3.65 -2.29 0.81
H 5.54 0.63 0.84
H 6.41 2.29 2.40
H 4.84 3.65 3.77
H 2.42 3.21 3.65
H -0.87 2.16 4.49
H -1.92 4.35 4.86
H -1.62 6.17 3.22
H -0.30 5.77 1.17
H 0.72 3.56 0.76
H 2.50 1.06 4.82
H 2.12 -0.12 6.93
H 0.16 -1.60 7.21
H -1.42 -1.92 5.32
H -1.00 -0.78 3.18
H 5.61 0.48 -1.25
H 6.45 1.79 -3.11
H 4.87 2.93 -4.65
H 2.45 2.65 -4.34
H 1.18 3.66 -1.58
H -0.08 5.73 -1.99
H -1.95 5.74 -3.61
H -2.55 3.67 -4.81
H -1.31 1.59 -4.39
H 0.46 -1.85 -2.44
H 0.39 -3.59 -4.20
H 0.58 -2.94 -6.58
H 0.87 -0.56 -7.19
H 0.97 1.16 -5.44
C -3.29 -4.60 -0.04
Si -2.05 -3.65 -1.08
C -0.88 -4.93 -1.81
C -2.92 -2.97 -2.59
As -0.96 -2.05 0.34
Si -2.92 -1.37 1.59
C -3.33 -2.67 2.90
C -2.81 0.29 2.45
C -4.34 -1.20 0.37
Si 0.49 -3.59 1.47
C -0.35 -5.06 2.26
C 1.68 -4.21 0.15
C 1.58 -2.79 2.77
H -3.62 -5.48 -0.60
H -4.17 -4.00 0.19
H -2.85 -4.94 0.90
H -1.41 -5.39 -2.65
H -0.64 -5.72 -1.10
H 0.06 -4.52 -2.19
H -3.32 -3.85 -3.11
H -2.23 -2.46 -3.27
H -3.75 -2.29 -2.40
H -2.48 -3.30 3.14
H -4.14 -3.31 2.57
H -3.64 -2.16 3.81
H -2.61 0.21 3.52
H -3.79 0.77 2.33
H -2.07 0.95 2.00
H -4.19 -1.71 -0.58
H -4.50 -0.15 0.15
H -5.26 -1.60 0.82
H -0.69 -5.79 1.52
H -1.21 -4.79 2.87
H 0.37 -5.56 2.91
H 1.38 -5.17 -0.27
H 2.67 -4.34 0.59
H 1.79 -3.50 -0.68
H 1.12 -2.77 3.75
H 1.88 -1.77 2.52
H 2.48 -3.40 2.83
F -5.41 2.84 -3.24
C -4.37 2.46 -2.48
C -3.86 3.30 -1.51
F -4.40 4.51 -1.34
C -2.78 2.92 -0.74
F -2.32 3.78 0.18
C -2.14 1.67 -0.87
O -1.14 1.33 -0.12
C -2.70 0.86 -1.87
F -2.13 -0.34 -2.13
C -3.78 1.22 -2.65
F -4.23 0.39 -3.59
*
```

# 4
The following is a quantum chemistry calculation of 2 unconnected molecules or ions with the total composition C52H58N4O3 in a non-equilibrium geometry, from OMol25.

Results
HOMO level in eV: -6.1917
Max |F| in eV/Å: 3.8
LUMO in eV: -1.561
E_tot in a.u.: -2460.930893

The geometry in ORCA input format:
```
! RIJCOSX wB97M-V def2-TZVPD def2/J DEFGRID3
* xyz 0 1
C 6.31 2.74 -0.50
O 5.75 1.48 -0.07
C 4.44 1.23 -0.32
C 3.56 2.20 -0.86
C 2.27 1.85 -1.18
C 1.82 0.51 -1.05
C 0.50 0.18 -1.50
N 0.22 -0.96 -2.23
C 1.15 -1.89 -2.81
C 1.04 -3.23 -2.44
C -0.05 -3.73 -1.48
C 0.54 -4.31 -0.20
C -1.01 -4.68 -2.19
C 1.95 -4.14 -2.97
C 2.91 -3.73 -3.89
C 2.98 -2.39 -4.29
C 2.10 -1.45 -3.76
C 2.11 -0.02 -4.29
C 1.32 0.10 -5.60
C 3.52 0.56 -4.39
N -1.12 -1.13 -2.38
N -1.65 0.03 -1.93
C -3.08 0.25 -1.93
C -3.86 -0.32 -0.91
C -3.20 -1.16 0.18
C -4.02 -2.39 0.57
C -2.86 -0.30 1.39
C -5.22 -0.07 -0.91
C -5.81 0.71 -1.91
C -5.02 1.24 -2.93
C -3.65 1.03 -2.94
C -2.79 1.62 -4.06
C -2.81 3.14 -4.03
C -3.15 1.05 -5.43
C -0.69 0.86 -1.33
C -1.02 2.03 -0.68
C 2.70 -0.44 -0.46
C 3.96 -0.08 -0.06
H 7.35 2.67 -0.18
H 6.24 2.86 -1.59
H 5.82 3.59 0.00
H 3.91 3.22 -1.03
H 1.57 2.58 -1.58
H -0.64 -2.86 -1.20
H 1.21 -3.58 0.29
H -0.26 -4.56 0.51
H 1.12 -5.23 -0.39
H -1.42 -4.20 -3.08
H -0.51 -5.61 -2.49
H -1.85 -4.93 -1.53
H 1.89 -5.19 -2.67
H 3.61 -4.46 -4.31
H 3.72 -2.08 -5.04
H 1.58 0.59 -3.56
H 0.29 -0.25 -5.45
H 1.28 1.15 -5.92
H 1.77 -0.50 -6.40
H 4.06 0.40 -3.45
H 4.10 0.11 -5.21
H 3.47 1.64 -4.57
H -2.26 -1.53 -0.26
H -4.29 -2.97 -0.32
H -3.43 -3.04 1.23
H -4.94 -2.11 1.10
H -2.21 0.53 1.10
H -3.77 0.11 1.84
H -2.33 -0.90 2.16
H -5.84 -0.49 -0.11
H -6.88 0.90 -1.89
H -5.48 1.84 -3.72
H -1.76 1.31 -3.84
H -2.51 3.49 -3.04
H -2.11 3.55 -4.77
H -3.81 3.54 -4.25
H -3.08 -0.04 -5.42
H -4.17 1.33 -5.74
H -2.45 1.43 -6.19
H -2.06 2.33 -0.65
H -0.22 2.64 -0.27
H 2.34 -1.46 -0.28
H 4.61 -0.79 0.44
O 3.45 -2.10 2.64
C 3.05 -2.21 3.82
O 3.59 -2.21 4.94
C 1.50 -2.32 3.95
C 0.99 -3.20 5.11
C 0.21 -2.28 5.97
C 0.31 -0.97 5.47
C -0.43 0.07 6.03
C -1.26 -0.21 7.12
C -1.36 -1.52 7.62
C -0.62 -2.56 7.04
N 1.07 -0.97 4.30
C 1.28 0.06 3.45
C 1.08 1.41 3.80
C 0.55 2.34 2.91
C 0.03 3.62 3.31
C -0.86 4.36 2.47
C -1.44 5.55 2.90
C -1.14 6.07 4.17
C -0.23 5.38 4.99
C 0.35 4.19 4.57
H 1.06 -2.63 2.99
H 0.36 -4.00 4.69
H 1.82 -3.67 5.66
H -0.39 1.07 5.61
H -1.84 0.59 7.57
H -2.03 -1.73 8.46
H -0.68 -3.59 7.39
H 1.65 -0.22 2.46
H 1.35 1.71 4.82
H 0.50 2.06 1.86
H -1.08 3.96 1.47
H -2.14 6.08 2.26
H -1.60 6.99 4.51
H 0.02 5.79 5.98
H 1.09 3.69 5.21
*
```